(1)
12
Properties=species:S:1:pos:R:3:forces:R:3 method="wB97M-V/def2-TZVPD" e_lumo_ha=-0.012 relative_energy_kj_mol=308.5 smiles="CSC(=S)CO" orbital_gap_ev=8.517 homo_energy_ha=-0.3252
C -1.9395 -0.3456 -0.1140 0.77 3.24 -0.06
S -0.7999 -1.6468 -0.2911 3.09 -0.56 0.21
C 0.8751 -0.8880 0.0116 -2.62 0.47 0.84
S 2.2373 -1.7116 -0.1791 0.04 -0.14 -0.15
C 0.8435 0.5776 0.5629 4.89 -0.76 -3.26
O 1.1372 1.3725 -0.7548 3.28 -0.18 0.95
H -2.8524 -0.8401 -0.3323 -1.24 -0.28 0.58
H -1.8383 0.3474 -1.0407 0.02 -0.57 1.95
H -1.8510 0.2082 0.9380 -0.78 -1.20 -2.52
H 1.9303 0.6898 0.9405 -2.46 -0.23 1.02
H -0.0364 0.8444 1.1471 0.48 0.56 -0.41
H 2.2942 1.3921 -0.8882 -5.46 -0.34 0.85


(2)
17
Properties=species:S:1:pos:R:3:forces:R:3 method="wB97M-V/def2-TZVPD" e_lumo_ha=0.021 relative_energy_kj_mol=63.3 smiles=CCP(Cl)c1sccc1Cl orbital_gap_ev=9.426 homo_energy_ha=-0.3256
C 3.1787 1.0099 0.0751 0.58 0.18 -0.45
C 1.9158 0.2185 -0.1893 -1.69 -2.01 0.33
P 0.4551 0.9247 0.8084 -0.89 -1.75 -0.31
Cl -0.2156 2.4624 -0.3877 0.62 0.31 -0.40
C -0.9943 -0.2645 0.2746 2.66 0.98 1.29
S -0.7991 -1.7862 -0.4191 0.02 -0.50 -0.71
C -2.5043 -2.0827 -0.4736 2.09 1.70 0.42
C -3.1561 -1.0284 0.0525 -0.46 -0.09 1.49
C -2.2847 -0.0564 0.5943 -0.11 1.12 -0.75
Cl -2.7573 1.4649 1.2906 -0.54 -0.54 0.23
H 2.9642 1.9093 0.6710 0.39 -0.32 0.00
H 4.0689 0.4512 0.4465 -1.02 0.27 0.17
H 3.4702 1.3325 -0.9101 0.47 0.60 -0.26
H 2.0379 -0.9224 0.0395 -0.41 2.03 -0.21
H 1.5353 0.2880 -1.2289 0.62 -0.12 0.39
H -2.7493 -2.9198 -1.0131 -1.21 -1.83 -0.75
H -4.1657 -1.0010 0.3692 -1.11 -0.04 -0.47


(3)
7
Properties=species:S:1:pos:R:3:forces:R:3 method="wB97M-V/def2-TZVPD" total_charge=+2 e_lumo_ha="-0.386 / -0.524" multiplicity=7 orbital_gap_ev="9.383 / 8.320" s2=12.021 homo_energy_ha="-0.7306 / -0.8295"
C -0.8787 0.1951 0.2467 -1.28 -1.50 -0.05
C -2.1956 0.0942 -0.1557 -0.66 -0.28 0.26
O -3.2918 0.3961 -0.5167 0.32 -0.02 -0.07
O 2.7717 0.5526 -0.6116 -1.49 0.06 1.15
O -1.5970 -1.0733 0.3260 0.31 1.39 -0.24
C 3.6937 0.5500 -1.2744 1.45 -0.01 -1.01
Fe 1.0411 0.6085 0.5029 1.35 0.37 -0.05


(4)
80
Properties=species:S:1:pos:R:3:forces:R:3 method="wB97M-V/def2-TZVPD" total_charge=+1 e_lumo_ha=-0.073 relative_energy_kj_mol=130.1 smiles="CN(C)C(=O)[C@@H]1CCC[N@H+]1C(c1cc2c3c(c1)CCCN3CCC2)c1cc2c3c(c1)CCCN3CCC2" orbital_gap_ev=7.574 homo_energy_ha=-0.3511
C -2.7053 0.1044 -4.4986 -0.31 -0.56 -0.13
N -2.2433 1.2059 -3.6837 -0.01 0.69 0.36
C -3.2535 2.2712 -3.7227 0.04 -0.12 -0.10
C -1.2427 1.0357 -2.7888 0.84 -2.05 0.21
O -0.6579 -0.0606 -2.6669 -0.39 1.48 -0.17
C -0.7228 2.2222 -1.9528 -0.46 -0.24 0.14
C -0.3728 3.3792 -2.8819 -1.49 0.56 -0.22
C 1.1084 3.6300 -2.8844 0.57 0.27 -0.02
C 1.7051 2.7375 -1.8211 0.45 -0.36 1.46
N 0.5475 1.8336 -1.2150 -0.70 -2.13 -2.69
C 0.4073 1.2667 0.2643 0.81 1.13 1.64
C 1.6998 0.5042 0.5338 0.29 0.95 -0.09
C 2.8332 1.2452 0.9270 0.24 -0.71 0.51
C 4.0527 0.6081 1.1940 -0.90 -0.44 0.04
C 4.1276 -0.8053 1.1581 -0.03 0.24 -0.73
C 2.9844 -1.5592 0.8113 0.01 0.95 0.10
C 1.8255 -0.8843 0.3998 0.07 -0.50 0.48
C 3.0428 -3.0488 0.9209 -0.37 -1.24 -0.60
C 4.3155 -3.6201 1.5733 -0.17 0.10 -0.04
C 5.5282 -2.8434 1.1200 -0.30 0.05 -0.31
N 5.3310 -1.4309 1.3811 0.62 -0.48 0.64
C 6.5829 -0.7127 1.3251 -0.11 0.44 -0.40
C 6.4882 0.6020 2.0600 -0.28 0.33 0.10
C 5.2501 1.3993 1.5787 1.15 0.97 -0.10
C -0.8657 0.5217 0.7359 -0.28 0.73 -0.06
C -2.0722 1.2466 0.8127 -0.36 -0.75 0.16
C -3.2759 0.6118 1.1364 0.49 -0.06 0.10
C -3.3324 -0.7811 1.3907 0.17 0.13 -0.94
C -2.1153 -1.5066 1.4607 -0.48 0.93 0.45
C -0.9186 -0.7864 1.2990 -0.10 -0.35 0.13
C -2.2360 -2.9724 1.8445 0.79 -0.57 0.58
C -3.5596 -3.6117 1.4021 -0.06 0.19 -0.04
C -4.7199 -2.7830 1.8997 0.17 -0.32 0.34
N -4.5524 -1.4087 1.5004 -0.20 -0.01 -0.21
C -5.7795 -0.6749 1.6510 -0.14 0.55 0.52
C -5.7785 0.6270 0.8862 -0.04 0.13 -0.08
C -4.5222 1.4297 1.1963 -0.36 0.74 0.13
H -1.9800 -0.7008 -4.5899 0.02 0.21 0.13
H -3.6311 -0.2702 -4.0510 0.10 -0.31 -0.02
H -2.9893 0.4750 -5.4887 0.27 0.03 0.08
H -3.0825 3.0815 -3.0056 0.01 -0.28 -0.21
H -3.3152 2.6631 -4.7546 0.15 0.06 0.52
H -4.2199 1.7784 -3.5277 0.18 0.43 0.17
H -1.5019 2.4525 -1.2031 0.50 0.11 -0.42
H -0.7573 3.1660 -3.8973 0.16 0.34 0.60
H -0.8980 4.2457 -2.4613 0.12 0.06 -0.53
H 1.5900 3.3701 -3.8382 -0.32 0.29 0.21
H 1.2853 4.6959 -2.6640 0.19 -0.53 -0.17
H 2.3187 1.9657 -2.2335 0.64 -0.17 -0.41
H 2.3748 3.2936 -1.1345 -1.01 -0.53 0.30
H 0.8002 0.9295 -1.7016 -0.73 0.58 0.35
H 0.4013 2.2845 0.7190 0.25 -0.93 0.61
H 2.7613 2.3230 1.1437 -0.01 -0.49 -0.31
H 0.9608 -1.4957 0.1059 0.64 0.39 -0.10
H 2.9700 -3.4649 -0.1042 -0.07 0.05 0.41
H 2.1642 -3.4372 1.4777 0.34 0.29 -0.36
H 4.4585 -4.6704 1.3026 -0.24 0.09 0.09
H 4.2334 -3.5615 2.6632 0.06 0.02 -0.09
H 5.7205 -3.0084 0.0388 -0.10 -0.02 0.26
H 6.4367 -3.1526 1.6542 -0.32 -0.03 -0.10
H 7.3625 -1.3627 1.7438 -0.17 0.29 -0.08
H 6.8453 -0.5152 0.2641 0.06 -0.07 0.26
H 6.4337 0.4439 3.1437 0.01 -0.11 -0.21
H 7.4014 1.1718 1.8455 -0.26 0.01 0.22
H 5.5787 1.9713 0.6879 -0.22 -0.07 0.37
H 4.9769 2.1406 2.3479 0.10 -0.17 -0.29
H -2.1189 2.3488 0.7558 0.21 -0.62 -0.37
H -0.0367 -1.2008 1.8098 -0.29 -0.10 -1.03
H -2.1462 -3.1005 2.9489 0.01 0.17 -0.60
H -1.4138 -3.5566 1.3989 -0.14 0.31 0.20
H -3.6817 -4.6325 1.7804 0.32 0.16 -0.07
H -3.6143 -3.6501 0.3086 0.09 -0.03 0.08
H -4.8392 -2.8629 3.0004 0.19 0.02 -0.26
H -5.6698 -3.1411 1.4803 0.26 0.03 -0.02
H -5.9381 -0.4640 2.7250 -0.12 -0.01 -0.15
H -6.5983 -1.3253 1.3314 0.04 0.16 -0.02
H -5.8373 0.4371 -0.1887 -0.01 -0.08 0.03
H -6.6625 1.1965 1.1779 0.00 0.00 -0.15
H -4.4137 2.2324 0.4536 -0.20 0.02 0.29
H -4.6323 1.9144 2.1881 0.10 -0.22 -0.39


We obtain electronic energy values of -989.41102 -1892.74041 -1602.72485 -1539.20365 Ha for the records listed above, in that order.